# 1
Entry from the OMol25 dataset: an isolated molecule of C24H37FN2O2 (ωB97M-V/def2-TZVPD).

Output
Kohn-Sham gap ... 0.3535 Eh
SMILES ... Cc1cc(C(=O)N(C)CCCCCCNC(=O)C[C@H]2CCCC[C@@H]2C)ccc1F
Net charge ... 0

Cartesian coordinates (Å):
C1 -0.96 -7.34 -1.72
C2 0.07 -6.26 -1.88
C3 0.95 -5.90 -0.88
C4 1.90 -4.90 -1.06
C5 2.92 -4.57 0.00
O1 4.10 -4.56 -0.29
N1 2.47 -4.32 1.27
C6 3.48 -4.09 2.28
C7 1.14 -3.81 1.57
C8 1.10 -2.29 1.71
C9 1.58 -1.57 0.46
C10 1.50 -0.05 0.58
C11 1.96 0.66 -0.69
C12 1.91 2.18 -0.59
N2 0.57 2.70 -0.36
C13 -0.32 2.81 -1.38
O2 -0.03 2.50 -2.52
C14 -1.71 3.31 -1.02
C15 -1.84 4.27 0.16
C16 -1.07 5.56 -0.11
C17 -1.16 6.54 1.06
C18 -2.61 6.86 1.39
C19 -3.40 5.58 1.64
C20 -3.32 4.58 0.48
C21 -4.14 3.34 0.80
C22 1.99 -4.25 -2.28
C23 1.10 -4.57 -3.30
C24 0.17 -5.56 -3.08
F1 -0.68 -5.88 -4.07
H1 -1.97 -6.93 -1.76
H2 -0.88 -8.09 -2.51
H3 -0.83 -7.85 -0.76
H4 0.90 -6.43 0.07
H5 4.36 -4.69 2.05
H6 3.79 -3.04 2.32
H7 3.08 -4.38 3.25
H8 0.46 -4.10 0.77
H9 0.79 -4.29 2.49
H10 0.07 -2.00 1.94
H11 1.70 -1.97 2.57
H12 2.61 -1.86 0.24
H13 0.98 -1.90 -0.40
H14 0.47 0.24 0.81
H15 2.12 0.28 1.42
H16 2.98 0.36 -0.93
H17 1.33 0.35 -1.54
H18 2.54 2.52 0.23
H19 2.29 2.62 -1.51
H20 0.30 2.96 0.56
H21 -2.11 3.77 -1.93
H22 -2.30 2.40 -0.85
H23 -1.44 3.79 1.07
H24 -0.03 5.33 -0.34
H25 -1.49 6.03 -1.01
H26 -0.67 6.10 1.94
H27 -0.61 7.46 0.82
H28 -2.67 7.52 2.25
H29 -3.06 7.39 0.54
H30 -3.01 5.09 2.55
H31 -4.45 5.81 1.85
H32 -3.74 5.07 -0.41
H33 -3.67 2.77 1.61
H34 -5.14 3.62 1.14
H35 -4.26 2.68 -0.05
H36 2.75 -3.50 -2.43
H37 1.13 -4.07 -4.26

=====

# 2
Entry from the OMol25 dataset: a cluster of 7 separate species, C24H38BCl24O3 in total (ωB97M-V/def2-TZVPD).

Output
Kohn-Sham gap ... 0.2058 Eh
Net charge ... -1

Cartesian coordinates (Å):
C1 -3.82 4.31 -0.12
C2 -2.48 4.15 0.60
C3 -2.59 4.40 2.12
C4 -2.16 3.20 2.99
C5 -1.20 3.60 4.14
C6 0.26 3.53 3.69
C7 0.82 2.11 3.46
C8 0.11 0.97 4.19
C9 0.94 -0.34 4.18
C10 0.36 -1.46 3.30
C11 1.24 -1.80 2.10
C12 0.91 -3.13 1.44
C13 1.98 -3.55 0.41
C14 1.45 -3.59 -1.03
B1 0.92 -2.18 -1.60
O1 0.37 -2.35 -3.00
C15 -0.84 -1.64 -3.09
C16 -1.01 -0.88 -1.76
C17 -2.42 -0.81 -1.14
C18 -3.59 -1.27 -2.00
O2 -3.70 -0.57 -3.23
O3 -0.18 -1.55 -0.85
H1 -4.52 3.58 0.31
H2 -4.21 5.31 0.07
H3 -3.73 4.14 -1.19
H4 -2.09 3.15 0.42
H5 -1.76 4.86 0.17
H6 -3.64 4.61 2.34
H7 -2.03 5.29 2.39
H8 -3.04 2.75 3.43
H9 -1.65 2.46 2.38
H10 -1.41 4.64 4.40
H11 -1.39 3.02 5.04
H12 0.89 4.07 4.40
H13 0.31 4.07 2.74
H14 1.86 2.09 3.80
H15 0.84 1.89 2.39
H16 -0.86 0.75 3.73
H17 -0.05 1.27 5.22
H18 1.94 -0.11 3.79
H19 1.09 -0.69 5.20
H20 -0.64 -1.20 2.97
H21 0.25 -2.37 3.90
H22 1.17 -1.01 1.35
H23 2.28 -1.84 2.44
H24 0.85 -3.88 2.24
H25 -0.07 -3.10 0.97
H26 2.41 -4.52 0.69
H27 2.79 -2.82 0.44
H28 0.71 -4.39 -1.15
H29 2.30 -3.88 -1.67
H30 1.87 -1.33 -1.70
H31 -1.67 -2.31 -3.33
H32 -0.75 -0.90 -3.90
H33 -0.61 0.14 -1.89
H34 -2.40 -1.39 -0.23
H35 -2.64 0.23 -0.85
H36 -3.53 -2.34 -2.22
H37 -4.51 -1.11 -1.42
H38 -3.17 0.22 -3.16
C19 -2.47 5.72 -3.95
Cl1 -2.01 6.71 -5.34
Cl2 -1.15 5.70 -2.78
Cl3 -3.92 6.40 -3.20
Cl4 -2.81 4.08 -4.48
C20 2.77 -1.71 -5.92
Cl5 1.83 -0.22 -6.08
Cl6 1.79 -3.08 -6.47
Cl7 4.22 -1.58 -6.93
Cl8 3.22 -1.94 -4.25
C21 8.25 0.04 -5.07
Cl9 8.01 1.79 -5.19
Cl10 8.97 -0.56 -6.57
Cl11 9.35 -0.30 -3.73
Cl12 6.70 -0.75 -4.80
C22 2.10 -6.22 4.24
Cl13 0.40 -6.33 4.70
Cl14 2.28 -6.75 2.57
Cl15 2.65 -4.55 4.39
Cl16 3.07 -7.25 5.32
C23 -8.16 6.09 -2.72
Cl17 -6.96 7.12 -1.94
Cl18 -7.48 5.39 -4.18
Cl19 -8.64 4.81 -1.61
Cl20 -9.58 7.07 -3.14
C24 6.20 -8.02 1.56
Cl21 7.97 -8.11 1.49
Cl22 5.53 -9.58 1.08
Cl23 5.69 -7.65 3.21
Cl24 5.62 -6.77 0.47

=====

# 3
Entry from the OMol25 dataset: a cluster of 5 separate species, C24H38Cl2N4O18P2 in total (ωB97M-V/def2-TZVPD).

Output
Kohn-Sham gap ... 0.2663 Eh
SMILES ... C/C(Cl)=C(/Cl)c1nc2c(N)c(O)cc(CP(=O)(O)O)c2nc1P(=N)(O)O.COC(=O)OC.COC(=O)OC.COC(=O)OC.COC(=O)OC
Net charge ... 0

Cartesian coordinates (Å):
C1 4.88 -1.14 -0.83
C2 5.28 -0.98 -2.33
Cl1 6.93 -1.52 -2.81
C3 4.44 -0.49 -3.27
Cl2 5.05 -0.40 -4.98
C4 2.98 -0.03 -2.97
N1 2.00 -0.90 -3.32
C5 0.74 -0.45 -2.99
C6 -0.42 -1.34 -3.33
N2 -0.16 -2.59 -4.00
C7 -1.77 -0.95 -2.98
O1 -2.84 -1.79 -3.30
C8 -2.03 0.35 -2.29
C9 -0.90 1.19 -1.96
C10 -1.16 2.54 -1.20
P1 -0.99 2.16 0.63
O2 -0.25 3.23 1.36
O3 -2.50 1.85 1.26
O4 -0.07 0.76 0.73
C11 0.52 0.84 -2.32
N3 1.49 1.77 -1.97
C12 2.70 1.28 -2.32
P2 4.17 2.42 -1.94
N4 3.56 3.88 -1.92
O5 5.29 2.42 -3.17
O6 4.82 2.11 -0.44
H1 5.46 -1.99 -0.36
H2 5.17 -0.22 -0.26
H3 3.78 -1.33 -0.68
H4 -1.03 -3.13 -3.99
H5 0.51 -3.13 -3.43
H6 -3.23 -1.53 -4.16
H7 -3.07 0.65 -1.98
H8 -0.40 3.31 -1.51
H9 -2.19 2.91 -1.45
H10 -2.39 1.08 1.86
H11 -0.64 -0.02 0.61
H12 3.70 4.31 -1.00
H13 5.94 1.70 -3.03
H14 4.74 2.88 0.15
C13 0.64 1.18 3.84
O7 -0.36 0.60 4.68
C14 -0.04 -0.60 5.17
O8 0.99 -1.20 4.98
O9 -1.06 -1.03 5.93
C15 -0.85 -2.31 6.53
H15 0.27 2.15 3.50
H16 1.56 1.35 4.40
H17 0.83 0.56 2.97
H18 0.01 -2.28 7.20
H19 -0.72 -3.07 5.76
H20 -1.74 -2.55 7.11
C16 1.38 -0.30 -6.20
O10 0.92 0.96 -6.70
C17 0.00 0.87 -7.66
O11 -0.46 -0.15 -8.12
O12 -0.34 2.11 -8.04
C18 -1.32 2.17 -9.06
H21 2.12 -0.10 -5.44
H22 0.56 -0.86 -5.76
H23 1.85 -0.88 -7.00
H24 -2.26 1.71 -8.73
H25 -0.96 1.69 -9.97
H26 -1.51 3.22 -9.28
C19 -6.41 1.27 -0.21
O13 -6.23 0.84 -1.56
C20 -7.32 0.98 -2.33
O14 -8.39 1.41 -1.98
O15 -7.01 0.54 -3.56
C21 -8.09 0.62 -4.49
H27 -5.47 1.12 0.32
H28 -6.66 2.34 -0.17
H29 -7.19 0.68 0.29
H30 -8.40 1.66 -4.63
H31 -8.93 0.01 -4.17
H32 -7.73 0.24 -5.45
C22 2.17 -4.17 12.72
O16 1.68 -3.18 11.81
C23 2.52 -2.89 10.81
O17 3.60 -3.38 10.63
O18 1.94 -1.96 10.05
C24 2.72 -1.54 8.93
H33 1.42 -4.33 13.48
H34 2.34 -5.12 12.20
H35 3.09 -3.83 13.20
H36 2.91 -2.39 8.26
H37 3.66 -1.10 9.26
H38 2.16 -0.79 8.38

=====

| no. | maximum force (eV/A) | HOMO energy (eV) | LUMO level (eV) |
| --- | --- | --- | --- |
| 1 | 0.18 | -9.1 | 0.56 |
| 2 | 0.91 | -4.2 | 1.40 |
| 3 | 4.84 | -8.7 | -1.42 |